Entry 1:
C21H18Br2F15N2O3 | ωB97M-V with the def2-TZVPD basis set

The geometry in XYZ format:
```
61
Properties=species:S:1:pos:R:3:forces:R:3
O -0.76181 2.00577 -0.28977 2.8 -1.3 -5.2
C -0.14548 1.73273 -1.35692 -3.1 1.0 4.2
Br 1.77063 2.19996 -1.41491 -1.2 -0.6 -0.4
C -0.97390 1.05796 -2.58245 0.0 -0.2 0.1
C -0.25516 -0.23017 -3.19661 1.0 -2.9 -0.6
C 0.64543 -0.10661 -4.40849 0.3 2.4 -0.1
C 0.86318 1.39803 -4.98381 0.2 -0.6 -0.8
C -0.36717 1.79405 -5.95151 -0.2 -0.1 -0.3
C -0.74428 3.34888 -5.81585 0.1 0.2 -0.1
F -2.10336 3.51006 -5.35477 1.9 -0.4 -0.4
N 1.33491 -1.06876 -5.13583 -3.1 1.2 4.0
N 1.13400 -2.28007 -4.60853 -0.6 -2.0 0.6
C 1.87981 -3.28486 -5.48023 1.1 -0.2 -1.0
C 3.42643 -3.19112 -5.03582 1.9 0.0 3.5
O 3.84766 -3.10396 -3.86987 -2.4 -0.2 -4.8
Br 4.78276 -3.15959 -6.51200 -1.4 -0.1 1.0
C 0.39541 -2.65444 -3.46608 -0.7 1.4 1.2
C 0.38368 -4.19072 -3.04180 0.0 -2.8 0.4
F -0.41762 -4.89838 -4.01054 2.4 1.6 2.2
F -0.20639 -4.50336 -1.80408 1.2 1.5 -2.9
F 1.69415 -4.76814 -2.92598 -3.6 1.7 -1.0
C -0.40804 -1.66227 -2.61869 1.2 3.0 -3.0
C -1.33354 -1.87036 -1.35413 0.3 -1.7 0.6
C -0.43996 -2.07017 0.00036 0.1 0.0 0.9
C -0.49827 -0.82157 0.98845 -1.2 0.9 1.0
F 0.73034 -0.12679 1.26119 -2.8 -1.7 -0.7
C -1.64119 -0.34759 1.66107 1.6 0.3 -0.2
F -1.50078 0.71529 2.58911 -1.1 -3.0 -2.6
F -2.95999 -0.83067 1.46928 3.7 1.4 0.7
H -1.99939 0.78966 -2.11581 1.9 0.3 -0.7
H -1.23051 1.86597 -3.37298 0.8 -1.4 1.2
H 1.00233 2.16848 -4.15241 -0.3 -1.4 -1.0
H 1.82116 1.45278 -5.63298 -1.5 -0.4 1.3
H -0.08155 1.58378 -7.04775 -0.4 0.3 1.8
H -1.26687 1.09588 -5.73517 1.2 1.5 -0.3
H -0.65061 3.93148 -6.80170 -0.3 -1.1 1.4
H -0.03819 3.86281 -5.06906 -1.2 -0.7 -0.9
H 1.86448 -2.96377 -6.59304 -0.3 -0.1 2.1
H 1.43694 -4.32880 -5.46428 0.7 1.3 0.5
H -2.08614 -1.04328 -1.13765 1.3 -0.9 -0.9
H -1.95487 -2.84243 -1.46053 1.1 1.7 -0.1
H 0.65669 -2.34803 -0.24319 -1.8 0.8 0.5
H -0.84797 -2.97637 0.59442 0.5 1.5 -1.1
C -1.61544 1.55211 7.89846 -0.9 0.1 0.0
C -0.65462 0.57400 8.60642 -0.4 -0.4 -0.8
C 0.63058 1.18525 9.16234 0.7 -0.1 0.7
F 1.40442 1.73705 8.20887 -0.2 0.0 -0.1
F 1.39034 0.22721 9.75361 -0.4 -0.1 0.0
F -0.38369 -0.45856 7.76959 0.2 0.2 0.1
F -1.34207 0.03302 9.65531 0.2 0.4 0.1
O -1.55508 1.60478 6.46663 1.5 0.3 0.0
C -0.57495 2.44690 5.89107 -1.5 0.2 1.1
C 0.47400 1.66758 5.08959 0.5 -0.5 -0.4
F 1.12088 0.76206 5.85547 -0.3 0.1 0.0
F 1.42078 2.50226 4.59467 -0.3 0.3 0.1
F -0.03526 3.22726 6.84626 0.3 0.0 -0.5
F -1.24378 3.28157 5.06176 0.4 -0.3 -0.3
H -2.62531 1.18283 8.10469 0.2 -0.2 -0.1
H -1.59369 2.55098 8.34287 0.3 -0.1 -0.1
H 0.41247 1.94616 9.91850 -0.2 0.0 -0.1
H 0.01353 1.13622 4.25523 -0.2 0.1 0.1
```
Forces are in eV/Å.

The total energy is -212024.1373 eV. For the frontier orbital gap, the calculation gives 6.74 eV. The total charge is +1.

Entry 2:
C21H18Br2N3O5Sn | ωB97M-V with the def2-TZVPD basis set

The geometry in XYZ format:
```
50
Properties=species:S:1:pos:R:3:forces:R:3
Sn 0.04246 -0.41076 -0.04916 0.8 -0.6 0.5
O 5.49034 2.58600 0.12532 -0.1 -0.1 0.0
C 4.39458 1.82519 0.03936 0.1 0.1 0.0
C 3.83437 1.43783 -1.18437 0.0 -0.1 0.0
C 2.68288 0.68702 -1.14761 0.1 -0.1 0.1
N 2.12579 0.32634 0.00073 0.1 0.2 0.0
C 2.63570 0.70231 1.17099 0.1 0.0 -0.1
C 3.78624 1.44893 1.24444 0.0 -0.1 0.0
C 1.76953 0.30003 2.34464 -0.5 -0.2 0.0
O 2.15845 0.42147 3.47508 0.0 0.1 0.0
O 0.60332 -0.18225 1.96346 -0.1 0.5 0.5
C 1.87471 0.25530 -2.34861 -0.5 -0.2 -0.1
O 2.30508 0.37081 -3.46364 0.0 0.1 0.0
O 0.69687 -0.24198 -2.01368 -0.1 0.4 -0.6
H 5.84633 2.78589 -0.74950 0.0 0.0 0.0
H 4.25607 1.71713 -2.14234 0.0 0.0 0.0
H 4.18912 1.74570 2.20314 0.0 0.0 0.0
Br -6.80164 0.41973 0.21516 -0.2 0.0 0.0
C -4.96058 0.17236 0.18896 0.1 0.0 0.0
C -4.42251 -1.09833 0.31693 0.0 0.0 0.0
C -3.05186 -1.22045 0.28559 0.1 0.1 0.0
N -2.23899 -0.16581 0.14094 0.2 -0.2 -0.1
C -2.75553 1.06180 0.03232 0.1 0.0 0.0
C -4.11934 1.26824 0.04851 -0.1 0.0 0.0
C -1.77032 2.17037 -0.06316 0.2 -0.1 0.0
C -2.16665 3.49121 -0.09710 0.0 0.0 0.0
C -1.19589 4.48027 -0.13055 -0.1 0.0 0.0
Br -1.69781 6.27196 -0.16779 0.0 0.1 0.0
C 0.13839 4.12406 -0.12801 0.1 0.0 0.0
C 0.45677 2.78231 -0.10574 -0.2 0.0 -0.1
N -0.47074 1.81527 -0.07901 -0.2 0.2 0.0
H -5.05081 -1.96843 0.43789 0.0 0.0 0.0
H -2.57727 -2.18212 0.38135 0.1 -0.1 0.0
H -4.54283 2.25636 -0.04223 0.0 0.0 0.0
H -3.20906 3.76825 -0.08780 0.0 0.0 0.0
H 0.92053 4.86861 -0.14608 0.0 0.0 0.0
H 1.48915 2.47752 -0.11453 0.0 0.1 0.0
C 0.42111 -4.86618 0.76134 -0.3 -0.1 -0.1
C -0.33471 -3.62361 0.25257 0.9 -0.5 0.2
C -1.02803 -3.93494 -1.06987 0.0 0.1 0.1
C 0.68831 -2.51030 0.11946 -1.8 1.8 -0.6
H -0.23534 -5.73789 0.71854 0.1 0.0 0.1
H 0.74713 -4.73028 1.79202 0.1 0.0 0.0
H 1.29457 -5.07427 0.13990 0.0 0.0 0.0
H -1.05353 -3.37166 1.03726 -0.1 0.0 -0.1
H -0.29162 -4.07948 -1.86274 0.0 0.0 0.0
H -1.69368 -3.13591 -1.39896 0.0 0.1 -0.1
H -1.61749 -4.84865 -0.98903 0.0 0.0 0.0
H 1.17667 -2.42682 -0.84978 0.6 -0.8 0.2
H 1.26178 -2.22816 0.99543 0.4 -0.8 0.0
```
Forces are in eV/Å.

The total energy is -182689.4760 eV. For the frontier orbital gap, the calculation gives 7.77 eV. The total charge is +1. The energy above the lowest of the compared OMol25 structures with the same formula, charge and spin comes out at 0.0 kJ/mol.

Entry 3:
C21H18Br42N3O3PS | ωB97M-V with the def2-TZVPD basis set

The geometry in XYZ format:
```
89
Properties=species:S:1:pos:R:3:forces:R:3
N 0.71360 -0.20269 -0.45221 -0.2 -0.9 0.8
C 0.97467 0.40378 -1.38554 0.1 0.5 -0.7
O 1.20684 1.18271 -2.39466 -0.2 0.6 0.9
C 0.79778 2.50825 -1.99923 -0.6 0.0 -0.5
C -0.51478 2.80343 -2.12198 0.6 0.2 0.2
C -0.99190 4.08800 -1.72013 -1.1 -0.5 0.2
P -2.80017 4.44219 -1.86878 -0.3 1.3 -0.7
O -3.27398 4.02531 -0.34998 0.3 -0.6 0.0
O -3.36811 3.19570 -2.78256 0.4 -0.1 0.9
C -0.18556 5.05256 -1.21350 0.5 0.1 0.0
C 1.20312 4.75492 -1.10907 0.1 0.0 0.1
N 2.18245 5.53768 -0.63958 0.1 0.2 -0.1
S 3.54706 4.70892 -0.73751 -0.1 -0.3 -0.1
N 3.02116 3.31245 -1.36233 0.2 0.8 0.5
C 1.71033 3.48334 -1.50175 -0.2 -1.1 -0.5
H -1.19717 2.05744 -2.50441 0.0 0.0 -0.1
H -4.23614 3.98066 -0.28160 0.0 0.2 0.0
H -3.50741 2.44822 -2.17212 0.0 -0.2 -0.5
H -0.54101 6.02216 -0.88866 -0.1 0.0 -0.1
C 4.72862 1.28966 -5.04866 0.1 -0.1 0.1
Br 3.74306 0.93852 -3.43376 0.6 0.0 -0.6
Br 4.56263 3.13411 -5.58236 0.0 0.0 0.0
Br 6.57568 0.75254 -4.90582 -0.1 0.1 0.0
H 4.28446 0.69126 -5.83074 0.0 0.0 0.0
C -0.64276 -1.89913 2.55717 0.1 0.0 -0.2
Br 0.76567 -1.07053 3.57539 -0.1 0.0 0.0
Br -0.77580 -3.78802 2.92921 0.0 0.1 0.1
Br -2.32658 -1.00546 2.81285 0.1 -0.1 0.1
H -0.38061 -1.79634 1.51142 0.0 0.0 0.0
C -2.02786 -2.64582 6.70644 0.0 0.0 -0.1
Br -0.61691 -1.82041 7.71976 0.0 0.0 0.0
Br -2.15994 -4.53126 7.07507 0.0 0.1 0.0
Br -3.71220 -1.75041 6.96589 0.1 0.0 0.0
H -1.77136 -2.54288 5.66012 0.0 0.0 0.0
C 3.46028 -3.48314 4.93555 0.0 0.0 0.0
Br 2.45904 -4.93778 5.69773 0.1 0.0 0.0
Br 4.49159 -2.55298 6.26826 0.0 -0.1 0.0
Br 4.55418 -4.06595 3.45919 0.0 0.0 0.1
H 2.74601 -2.77735 4.53743 0.0 0.0 0.0
C 6.44257 -6.70824 5.62419 0.0 0.0 0.0
Br 5.44137 -8.16571 6.38455 0.0 0.0 0.0
Br 7.47694 -5.78105 6.95614 0.0 0.0 0.0
Br 7.53725 -7.29026 4.15021 -0.1 0.0 0.1
H 5.72567 -6.00070 5.22949 0.0 0.0 0.0
C -6.88572 1.36200 -2.49973 -0.1 0.1 0.0
Br -6.77219 3.25342 -2.15156 0.0 -0.1 0.0
Br -7.52131 0.99481 -4.27531 0.2 0.1 0.2
Br -5.21788 0.44872 -2.15712 -0.1 -0.1 0.0
H -7.61359 0.95899 -1.80917 0.0 0.0 0.0
C 10.36657 -0.33765 -3.16726 -0.1 0.0 0.0
Br 10.68995 1.52509 -2.81450 0.0 -0.1 0.0
Br 9.78568 -0.63010 -4.97695 0.1 0.2 0.0
Br 11.89875 -1.42421 -2.73103 0.0 0.0 0.0
H 9.56010 -0.64970 -2.51922 0.0 0.0 0.0
C 2.31755 9.11147 -1.00001 0.0 0.0 0.0
Br 1.49739 9.47065 0.70332 0.0 0.0 -0.1
Br 1.01563 9.07041 -2.41788 0.0 0.0 0.0
Br 3.74659 10.34397 -1.38059 -0.1 0.0 0.0
H 2.75098 8.12293 -0.94101 -0.1 0.0 0.0
C 0.54773 -5.23693 -0.41239 0.0 0.0 0.0
Br -0.70068 -6.33755 -1.38171 0.0 0.0 0.0
Br 2.36828 -5.78298 -0.71438 -0.1 0.0 0.0
Br 0.29665 -3.36669 -0.79234 0.1 -0.1 0.0
H 0.34384 -5.37498 0.63992 0.0 0.0 0.0
C -5.84584 -2.17086 -5.73189 0.0 0.1 0.1
Br -7.59751 -1.67417 -6.35465 0.0 -0.3 -0.3
Br -5.81914 -3.96927 -5.05021 0.0 0.1 0.0
Br -4.50704 -1.89671 -7.08563 -0.1 0.0 0.0
H -5.60627 -1.51205 -4.90697 0.0 0.0 0.0
C -11.35589 0.69240 -3.97871 0.0 0.0 -0.1
Br -11.36616 2.51825 -3.37369 0.0 0.0 0.0
Br -11.01297 -0.52837 -2.52976 0.0 0.0 0.0
Br -12.96557 0.23602 -4.92900 0.0 0.0 0.1
H -10.53542 0.59620 -4.67556 0.0 0.0 0.0
C 0.32945 -2.46876 12.05173 0.0 0.0 0.0
Br -0.74713 -0.87378 11.99069 0.0 -0.1 0.0
Br -0.68503 -4.03058 11.56536 0.0 0.1 0.0
Br 1.91623 -2.29319 10.97620 0.0 0.0 0.0
H 0.64957 -2.59981 13.07495 0.0 0.0 0.0
C 11.82650 -4.94617 -4.75608 0.0 0.0 0.0
Br 10.18401 -4.22376 -5.44888 0.1 -0.2 0.0
Br 11.59038 -6.73166 -4.07483 0.0 0.1 0.0
Br 13.24485 -4.85904 -6.05445 -0.1 0.0 0.0
H 12.11842 -4.32267 -3.92298 0.0 0.0 0.0
C -12.41421 4.62468 0.29388 0.0 0.0 0.0
Br -10.75945 3.64836 0.39971 0.0 0.0 0.0
Br -12.79605 5.56129 1.93067 0.0 0.0 -0.1
Br -12.43941 5.80411 -1.22840 0.0 0.0 0.0
H -13.20242 3.90020 0.14828 0.0 0.0 0.0
```
Forces are in eV/Å.

The total energy is -2994584.9390 eV. For the frontier orbital gap, the calculation gives 7.82 eV.

Entry 4:
C21H18N4O5Ru | ωB97M-V with the def2-TZVPD basis set

The geometry in XYZ format:
```
49
Properties=species:S:1:pos:R:3:forces:R:3
Ru -0.68355 0.20465 -0.11126 -2.0 0.1 -0.3
C -3.53993 4.90173 -0.37428 0.0 0.0 0.0
C -2.28762 5.14675 -0.93995 -0.1 0.1 0.0
C -1.24495 4.29113 -0.69102 0.1 -0.1 0.0
C -1.45065 3.15988 0.13325 0.2 0.0 -0.3
C -2.71848 2.92358 0.69761 0.2 -0.2 0.0
C -3.74517 3.79503 0.45660 -0.2 0.2 -0.1
N -0.44053 2.23053 0.31352 0.1 0.2 0.1
C 0.86794 2.57498 0.54516 -0.1 -0.1 -0.1
C 1.34025 3.87828 0.78097 0.0 0.0 0.1
C 2.67411 4.07041 1.05121 0.2 -0.1 0.0
C 3.57662 2.99020 1.12688 0.0 0.3 0.0
C 3.13536 1.70020 0.95728 -0.1 -0.2 -0.1
C 1.78662 1.49750 0.66926 0.0 0.1 0.0
N 1.18717 0.24622 0.55028 1.2 -0.6 0.5
N 1.84352 -0.81395 0.80994 -0.4 0.6 -0.1
C 1.05743 -1.95824 0.71036 -0.2 0.0 0.0
C 1.61498 -3.18988 0.96001 0.1 -0.1 0.1
C 0.79953 -4.31617 0.85440 0.1 0.0 0.0
C -0.52840 -4.15922 0.51452 -0.1 0.0 0.0
C -1.02806 -2.87761 0.29003 0.0 -0.1 0.1
N -0.25537 -1.80304 0.38738 0.3 0.1 -0.3
H -4.36324 5.56968 -0.59448 0.0 0.0 0.0
H -2.14319 5.99986 -1.58971 0.0 0.0 0.0
H -0.28737 4.43548 -1.17518 -0.1 0.0 0.0
H -2.84800 2.08032 1.35809 -0.1 -0.1 0.0
H -4.71707 3.62000 0.89830 0.0 0.0 0.0
H 0.65241 4.71064 0.78439 0.1 0.0 0.1
H 3.03860 5.07341 1.23007 0.0 0.0 0.0
H 4.61923 3.17630 1.35280 -0.1 0.0 0.0
H 3.80128 0.85223 1.04818 0.0 0.0 0.0
H 2.66128 -3.24797 1.23019 -0.1 0.0 0.0
H 1.20580 -5.30143 1.04229 0.0 0.0 0.0
H -1.19003 -5.00953 0.42540 0.0 0.0 0.0
H -2.06597 -2.71126 0.04072 0.0 0.0 0.0
O 1.18070 -0.09478 -4.20091 -0.1 0.0 0.0
C 0.33642 -0.22692 -3.20750 0.2 0.2 -0.1
O 0.38526 0.46301 -2.19640 -0.1 -0.1 0.1
C -0.67344 -1.30935 -3.47917 0.0 0.1 0.1
O -1.50397 -1.49049 -2.36642 -0.4 -0.2 0.0
C -2.88354 -1.12666 -2.54978 0.3 -0.1 0.2
C -3.16721 0.19808 -1.87701 0.0 0.2 -0.2
O -3.89725 1.01916 -2.34570 0.1 -0.1 0.3
O -2.53799 0.34173 -0.69269 0.7 0.0 0.1
H 1.82218 0.61449 -4.03610 0.0 0.1 0.0
H -1.22576 -1.02709 -4.37786 0.0 0.0 -0.1
H -0.13252 -2.22983 -3.70421 0.0 0.0 0.0
H -3.16171 -1.06066 -3.59728 0.0 -0.1 -0.1
H -3.49493 -1.88297 -2.05928 0.0 -0.1 -0.1
```
Forces are in eV/Å.

The total energy is -40832.0282 eV. As for the multiplicity: 5. For the frontier orbital gap (spin up / spin down), the calculation gives 6.18 / 5.68 eV. The total charge is +2. The energy above the lowest of the compared OMol25 structures with the same formula, charge and spin comes out at 19.3 kJ/mol. The expectation value of S² is 6.13.